Formula: C2HClF2S
Source: the Open Molecules 2025 dataset
Level of theory: ωB97M-V with the def2-TZVPD basis set

```
7
Properties=species:S:1:pos:R:3:forces:R:3
F 1.065 -1.386 1.408 -0.849 0.471 -1.613
C 0.701 -0.678 0.292 1.826 1.172 1.756
F 0.296 -1.352 -0.734 -0.311 -1.267 -0.370
C 0.998 0.602 0.181 -0.201 0.000 0.056
S 1.184 2.139 -0.021 -0.062 -0.478 0.152
Cl -2.312 -0.103 -0.180 -0.978 -1.232 1.149
H -1.931 0.779 -0.946 0.575 1.334 -1.129
```
Positions in Å, forces in eV/Å.

Properties
Kohn-Sham gap, eV: 7.510
HOMO, eV: -8.7
E, eV: -30880.2974